<w>
Density functional theory data (wB97M-V/def2-TZVPD) for 20 unconnected molecules or ions with the total composition H41O20.

Properties
- molar mass (g mol⁻¹) = 361.31
- HOMO-LUMO gap (Eh) = 0.4008
- charge = +1
- LUMO level (Eh) = -0.093
- E_HOMO (hartree) = -0.49356

Last column: natural (NBO) charge in e.
Positions of all 61 atoms, in Å:
1 O -4.376 2.262 0.561  -0.94
2 H -2.092 -0.004 -4.695  0.48
3 O 4.717 -1.347 1.422  -0.96
4 O -1.627 1.216 4.934  -0.96
5 H 3.492 2.675 0.350  0.48
6 H -0.536 -3.367 0.480  0.47
7 H 3.100 0.482 -2.946  0.53
8 O -1.356 0.916 -1.932  -0.99
9 O -1.544 3.631 -3.225  -0.97
10 H 0.451 3.800 -2.420  0.51
11 H 0.006 -0.767 1.014  0.52
12 H 1.441 1.400 4.881  0.46
13 H -1.277 2.994 -2.531  0.49
14 H -1.562 2.094 5.311  0.48
15 O -2.073 -0.569 1.441  -1.00
16 H -2.732 -0.957 -3.861  0.49
17 O 1.469 -5.035 -2.302  -0.97
18 H -2.893 -0.908 1.006  0.52
19 H -0.098 -1.658 3.581  0.47
20 H -1.860 1.756 1.374  0.48
21 H -2.155 -2.777 -0.840  0.48
22 H -0.851 -2.997 -1.773  0.49
23 O -1.829 -0.654 -4.016  -0.95
24 O 0.139 -3.142 1.122  -0.97
25 H -0.238 -2.726 4.641  0.49
26 H -0.382 -3.118 1.960  0.49
27 H -4.441 -3.351 0.219  0.49
28 H 5.130 -0.577 1.836  0.48
29 H -2.214 0.665 -1.588  0.49
30 O 0.799 -0.886 0.439  -0.92
31 H 0.505 0.742 -3.560  0.48
32 H 0.852 1.917 -0.982  0.56
33 O 1.379 0.445 -3.834  -0.96
34 H 5.375 -2.039 1.388  0.48
35 O -0.678 -2.402 3.843  -0.95
36 H 2.513 0.929 4.056  0.46
37 O 4.026 2.041 0.850  -0.94
38 O -1.571 -2.401 -1.552  -0.97
39 H 2.200 1.042 -1.112  0.52
40 H -3.864 2.248 1.368  0.46
41 O 1.497 1.311 -0.383  -0.89
42 H -1.991 4.368 -2.779  0.48
43 H 1.347 -5.452 -1.445  0.48
44 H 0.972 -0.290 -4.373  0.49
45 H -1.592 3.007 2.280  0.48
46 O -3.707 -2.845 0.686  -0.96
47 H 3.897 -0.134 -1.599  0.51
48 H -3.352 -3.585 1.186  0.48
49 H 1.312 -1.503 0.962  0.52
50 H -4.240 3.188 0.303  0.47
51 O -1.600 2.665 1.387  -0.96
52 O 1.102 3.134 -2.149  -0.97
53 O 3.112 0.187 -2.035  -0.97
54 H 2.290 -4.539 -2.415  0.48
55 H 1.673 3.228 -2.941  0.50
56 H -2.562 0.983 4.823  0.48
57 H 1.139 0.298 -0.171  0.53
58 H 4.430 1.439 0.221  0.46
59 O 2.306 1.726 4.591  -0.92
60 H -1.048 0.293 -2.568  0.49
61 H -2.222 -0.224 2.320  0.48

<x>
Density functional theory data (wB97M-V/def2-TZVPD) for a molecular structure, H41O20.

Properties
- molar mass (g mol⁻¹) = 361.31
- HOMO-LUMO gap (Eh) = 0.3553
- charge = +1
- LUMO level (Eh) = -0.105
- E_HOMO (hartree) = -0.45995

Last column: natural (NBO) charge in e.
Positions of all 61 atoms, in Å:
1 H 0.160 2.093 -0.264  0.53
2 H -0.398 4.375 -2.750  0.46
3 H 3.102 4.561 1.803  0.45
4 O 1.104 -2.243 3.582  -0.97
5 H -3.094 -1.487 -1.625  0.47
6 H 0.755 -3.242 2.269  0.49
7 H 4.022 0.536 -3.674  0.50
8 H -2.761 -1.605 3.915  0.50
9 O 0.141 1.019 -4.052  -0.89
10 O -1.731 -1.577 3.764  -1.01
11 O -0.241 1.011 3.546  -1.01
12 O -2.131 -0.052 -0.716  -0.95
13 H 0.826 1.001 -4.750  0.51
14 O 2.154 0.949 4.951  -0.99
15 H -4.032 -2.921 0.892  0.48
16 O 1.171 -0.793 -2.587  -0.99
17 H -0.884 4.636 0.514  0.48
18 O -2.849 -2.067 -2.198  -0.92
19 H -2.045 4.610 -3.130  0.53
20 H -0.399 4.363 -0.765  0.49
21 H 1.353 -4.569 0.047  0.52
22 H 3.043 1.512 5.137  0.51
23 O 1.284 -3.949 1.732  -0.98
24 H -0.359 1.776 4.161  0.50
25 O 2.519 5.190 2.471  -0.90
26 H -2.054 -3.819 0.308  0.48
27 O -0.135 4.124 0.149  -0.98
28 H 0.690 -3.350 -1.645  0.57
29 O 0.617 1.577 -1.047  -0.99
30 H 0.453 -1.800 -2.653  0.51
31 H -1.585 2.045 2.202  0.48
32 H -1.959 -1.832 -2.448  0.45
33 H 0.491 1.741 -3.408  0.51
34 O 1.228 -4.780 -0.983  -1.01
35 H 0.724 0.728 3.501  0.52
36 H 0.147 -2.647 3.433  0.50
37 H 2.237 0.003 5.143  0.49
38 H -2.520 1.183 1.466  0.46
39 H 2.719 1.274 -3.424  0.48
40 H 0.583 0.232 -2.912  0.54
41 H -3.070 -2.120 1.561  0.47
42 H -2.650 -4.478 -0.854  0.48
43 H 1.971 -0.955 -3.209  0.52
44 O 3.081 0.434 -3.835  -0.96
45 H -2.235 0.776 -1.171  0.49
46 H 1.399 -2.291 4.436  0.49
47 H 0.758 -5.642 -0.706  0.51
48 O 1.694 4.626 -2.111  -0.95
49 H 2.288 4.446 2.986  0.45
50 H 1.465 1.502 -0.728  0.46
51 H 2.058 4.597 -1.276  0.49
52 H 1.088 -3.241 -3.339  0.53
53 H 2.154 -3.981 2.241  0.49
54 O -1.983 -4.701 -0.040  -0.97
55 O -3.173 -2.437 0.696  -0.93
56 H -1.306 -0.215 -0.470  0.47
57 O -2.417 2.058 1.564  -0.94
58 O -1.204 4.260 -2.522  -0.98
59 O 0.491 -2.943 -2.577  -0.89
60 H -1.402 -0.770 3.264  0.51
61 H 1.298 5.335 -2.383  0.47

<y>
Density functional theory data (wB97M-V/def2-TZVPD) for 20 unconnected molecules or ions with the total composition H41O20.

Properties
- molar mass (g mol⁻¹) = 361.31
- HOMO-LUMO gap (Eh) = 0.3759
- charge = +1
- LUMO level (Eh) = -0.089
- E_HOMO (hartree) = -0.46484

Last column: natural (NBO) charge in e.
Positions of all 61 atoms, in Å:
1 H 0.779 -0.643 -1.016  0.50
2 H 0.289 5.173 -0.223  0.50
3 O -1.753 0.216 -1.879  -0.94
4 H -3.092 2.317 -2.608  0.56
5 H 0.724 -4.564 3.247  0.50
6 H 1.783 0.574 0.308  0.51
7 O 3.877 -1.396 -2.153  -0.99
8 H 1.901 1.072 -0.985  0.48
9 O -0.740 -4.937 -2.387  -0.92
10 O 1.304 -4.531 2.517  -0.99
11 H -5.015 2.955 -1.188  0.50
12 H -2.252 -3.339 -2.712  0.46
13 H 3.711 -2.176 -2.429  0.47
14 O -0.527 4.531 -0.439  -0.97
15 O -2.315 2.008 -3.407  -0.93
16 H 2.498 4.301 0.711  0.47
17 H -1.282 -1.093 -5.136  0.49
18 H -2.622 1.227 3.780  0.50
19 H -0.443 -4.023 -2.322  0.46
20 H -1.003 -1.636 5.764  0.48
21 H -0.112 3.409 -1.708  0.54
22 H -1.788 0.343 -0.985  0.50
23 H 2.180 -3.450 0.747  0.50
24 H 1.121 -1.892 -2.014  0.48
25 O 1.089 1.156 3.798  -0.97
26 H 4.687 -1.089 -1.597  0.52
27 O -2.499 1.087 2.757  -0.91
28 H 2.235 -4.777 2.543  0.50
29 H 1.293 0.246 3.718  0.49
30 H 0.575 2.657 -2.991  0.49
31 H -3.589 2.527 -0.395  0.53
32 O -3.298 3.123 1.222  -1.02
33 H 1.047 1.310 4.789  0.46
34 H -2.365 0.964 -3.072  0.57
35 H -0.975 4.665 0.480  0.50
36 H -4.303 3.244 1.334  0.49
37 O -0.290 -1.356 5.125  -0.94
38 H 2.029 -2.191 0.069  0.49
39 H 0.225 -1.467 -5.212  0.49
40 O 2.353 -1.310 3.426  -0.99
41 H -0.797 -5.123 -3.306  0.47
42 H -1.499 2.694 -3.310  0.57
43 H -3.612 -3.417 -1.959  0.47
44 H -2.941 2.247 1.697  0.50
45 O 3.717 -0.196 1.283  -0.97
46 O 1.747 3.781 0.947  -0.95
47 H 2.350 -1.423 2.476  0.50
48 O 0.518 -1.622 -1.249  -1.03
49 H 1.907 -1.993 3.949  0.49
50 H 0.478 -1.407 5.706  0.46
51 H -1.107 -0.324 -2.220  0.52
52 O -0.485 -1.136 -4.548  -0.97
53 H 3.547 -0.999 1.006  0.47
54 H -1.731 1.477 2.674  0.47
55 O 2.700 -2.652 0.584  -0.99
56 H 4.343 -0.198 2.046  0.50
57 O -0.173 3.229 -2.722  -0.97
58 O 1.264 0.721 -0.488  -0.92
59 H 1.623 3.966 1.918  0.48
60 O -3.148 -3.620 -2.809  -0.94
61 O -4.136 2.760 -1.152  -1.01

Computed relative energies in units of kcal/mol: <w> 0.0; <x> 138.3; <y> 80.4